Density functional theory data (ωB97M-V/def2-TZVPD) for a 5-piece molecular cluster, C41H90NO17S overall.

Geometry as ORCA input:
```
! RIJCOSX wB97M-V def2-TZVPD def2/J DEFGRID3
* xyz 0 2
C -1.73 6.65 1.66
O -2.92 5.90 1.66
C -2.70 4.50 1.58
C -2.38 4.02 0.17
C -1.62 2.68 0.14
C -0.18 2.73 -0.43
C -0.33 3.04 -1.93
C 0.96 3.15 -2.78
C 1.45 4.60 -3.02
C 1.42 4.94 -4.51
S 2.23 6.49 -4.79
O 3.65 6.34 -4.65
O 1.55 7.52 -4.08
O 1.90 6.62 -6.35
C 0.63 3.84 0.31
C 2.07 3.57 0.83
C 2.21 4.16 2.25
C 3.12 4.21 -0.09
N 2.41 2.13 0.88
O 3.49 1.86 1.51
C 1.34 1.09 0.92
C 2.01 -0.27 0.76
C 0.62 1.14 2.27
C 0.44 1.33 -0.29
H -1.04 6.28 2.43
H -1.23 6.64 0.69
H -2.00 7.68 1.90
H -3.62 4.04 1.94
H -1.90 4.21 2.28
H -1.81 4.80 -0.34
H -3.32 3.93 -0.39
H -1.57 2.29 1.16
H -2.17 1.94 -0.44
H -0.97 2.26 -2.35
H -0.88 3.98 -2.05
H 1.76 2.57 -2.32
H 0.76 2.69 -3.75
H 0.81 5.31 -2.49
H 2.46 4.73 -2.66
H 1.97 4.20 -5.10
H 0.41 5.04 -4.90
H 2.53 7.24 -6.75
H 0.03 4.17 1.16
H 0.70 4.71 -0.35
H 3.25 4.41 2.46
H 1.63 5.09 2.33
H 1.88 3.46 3.01
H 4.09 4.25 0.41
H 2.83 5.23 -0.36
H 3.25 3.62 -1.00
H 2.65 -0.50 1.60
H 2.61 -0.30 -0.15
H 1.22 -1.03 0.69
H 0.09 2.08 2.44
H -0.11 0.32 2.31
H 1.34 1.00 3.07
H 1.02 1.08 -1.18
H -0.38 0.60 -0.23
C -1.67 -1.53 -2.07
O -2.30 -1.97 -0.89
C -3.58 -2.55 -1.04
C -3.72 -3.80 -0.19
O -2.93 -4.90 -0.61
C -1.52 -4.85 -0.44
C -1.03 -4.94 0.98
O -1.33 -3.77 1.72
C -1.75 -3.99 3.05
H -1.98 -0.51 -2.33
H -0.60 -1.53 -1.89
H -1.89 -2.19 -2.92
H -3.77 -2.80 -2.09
H -4.35 -1.84 -0.72
H -4.75 -4.14 -0.29
H -3.54 -3.55 0.86
H -1.09 -3.98 -0.95
H -1.16 -5.75 -0.95
H 0.06 -5.08 0.94
H -1.47 -5.82 1.47
H -2.41 -4.86 3.12
H -2.30 -3.11 3.37
H -0.90 -4.14 3.72
C 1.85 0.45 -7.09
O 0.75 -0.41 -6.92
C 0.11 -0.80 -8.12
C -0.23 -2.28 -8.13
O 0.89 -3.14 -8.22
C 1.67 -3.36 -7.06
C 1.06 -4.30 -6.04
O -0.06 -3.72 -5.41
C -1.13 -4.59 -5.13
H 1.53 1.49 -7.24
H 2.45 0.40 -6.18
H 2.47 0.15 -7.93
H 0.73 -0.57 -8.99
H -0.84 -0.25 -8.23
H -0.79 -2.46 -9.05
H -0.87 -2.53 -7.28
H 1.96 -2.43 -6.58
H 2.58 -3.85 -7.43
H 1.83 -4.53 -5.30
H 0.78 -5.24 -6.53
H -1.26 -5.34 -5.91
H -2.04 -3.98 -5.08
H -0.99 -5.09 -4.17
C -1.45 -12.17 1.19
O -1.76 -10.80 1.31
C -0.93 -9.93 0.57
C -1.72 -8.85 -0.12
O -2.53 -9.30 -1.19
C -3.76 -9.95 -0.90
C -4.86 -9.03 -0.42
O -4.62 -8.55 0.88
C -4.85 -7.17 1.07
H -0.61 -12.46 1.83
H -2.33 -12.73 1.50
H -1.21 -12.43 0.15
H -0.35 -10.49 -0.17
H -0.22 -9.44 1.25
H -0.98 -8.19 -0.60
H -2.29 -8.26 0.60
H -3.62 -10.78 -0.19
H -4.08 -10.37 -1.85
H -5.80 -9.60 -0.43
H -4.96 -8.20 -1.13
H -4.54 -6.60 0.19
H -4.24 -6.85 1.91
H -5.90 -6.96 1.30
C 3.67 3.46 6.40
O 2.79 4.49 6.81
C 2.40 4.45 8.16
C 2.40 5.83 8.79
O 3.69 6.40 8.95
C 4.33 6.97 7.82
C 3.80 8.32 7.40
O 2.50 8.24 6.85
C 1.62 9.27 7.23
H 3.13 2.54 6.17
H 4.18 3.81 5.50
H 4.41 3.25 7.17
H 3.06 3.79 8.74
H 1.38 4.05 8.24
H 2.02 5.71 9.81
H 1.72 6.50 8.25
H 4.33 6.28 6.97
H 5.36 7.12 8.14
H 4.50 8.73 6.66
H 3.81 9.00 8.27
H 1.74 9.53 8.29
H 0.61 8.90 7.08
H 1.76 10.17 6.63
*
```

Computed properties:
HOMO level (spin up / spin down): -7.94 / -9.06 eV
orbital gap (spin up / spin down): 8.32 / 9.44 eV
strongest force on any atom: 0.6 eV/Å

***

Density functional theory data (ωB97M-V/def2-TZVPD) for C41H90NO33P6Zr as an isolated structure in a non-equilibrium geometry.

Geometry as ORCA input:
```
! RIJCOSX wB97M-V def2-TZVPD def2/J DEFGRID3
* xyz 1 1
Zr -0.42 0.50 0.14
P 1.40 -1.34 0.33
O 0.74 -0.80 -0.97
O 0.00 -1.32 0.97
O 1.54 0.08 0.74
O 2.38 -2.50 0.40
C 1.75 -3.41 3.62
C 0.63 -4.12 4.28
N -0.25 -4.72 4.86
H 1.65 -2.36 3.89
H 1.64 -3.49 2.53
H 2.72 -3.68 4.03
C -3.60 -4.24 2.56
C -2.94 -3.17 1.70
O -3.91 -2.32 1.05
P -3.47 -1.57 -0.36
O -2.31 -0.63 -0.28
O -3.20 -2.77 -1.43
C -4.14 -3.71 -1.83
C -4.70 -3.25 -3.26
O -4.87 -0.93 -0.95
C -5.46 0.19 -0.40
C -6.88 -0.25 0.06
H -4.28 -4.80 1.92
H -2.89 -4.90 3.07
H -4.25 -3.73 3.26
H -2.20 -2.59 2.25
H -2.51 -3.60 0.79
H -3.63 -4.67 -1.85
H -4.98 -3.72 -1.13
H -5.52 -3.84 -3.68
H -5.19 -2.28 -3.20
H -3.90 -3.16 -3.99
H -4.88 0.56 0.45
H -5.46 0.84 -1.27
H -7.44 0.63 0.38
H -7.46 -0.68 -0.75
H -6.83 -1.07 0.78
C -2.67 -2.69 6.11
C -2.44 -1.20 5.73
O -2.24 -1.00 4.32
P -1.78 0.48 3.74
O -1.37 0.56 2.26
O -3.03 1.50 4.07
C -4.23 1.47 3.32
C -5.13 0.26 3.74
O -0.66 0.97 4.74
C 0.63 0.32 4.78
C 1.51 1.12 5.79
H -3.24 -2.77 7.03
H -3.18 -3.10 5.24
H -1.68 -3.12 6.29
H -3.28 -0.56 5.99
H -1.63 -0.76 6.31
H -4.88 2.31 3.52
H -3.94 1.52 2.27
H -5.86 0.03 2.96
H -4.55 -0.66 3.87
H -5.55 0.43 4.73
H 0.49 -0.74 5.00
H 1.11 0.42 3.81
H 0.88 1.19 6.68
H 2.45 0.59 5.95
H 1.64 2.14 5.41
C -0.46 -3.23 -4.54
C -0.03 -1.76 -4.47
O -1.30 -1.09 -4.34
P -1.53 0.42 -3.64
O -1.09 0.58 -2.21
O -3.11 0.61 -3.83
C -3.77 -0.05 -4.89
C -5.32 0.26 -4.68
O -0.97 1.46 -4.76
C -0.97 2.87 -4.47
C -1.99 3.64 -5.34
H -0.83 -3.33 -5.56
H 0.32 -3.98 -4.44
H -1.23 -3.49 -3.82
H 0.67 -1.61 -3.65
H 0.44 -1.46 -5.41
H -3.40 0.35 -5.83
H -3.55 -1.12 -4.98
H -5.91 -0.07 -5.54
H -5.66 -0.14 -3.73
H -5.49 1.33 -4.72
H -0.99 3.13 -3.41
H -0.01 3.25 -4.79
H -1.78 3.74 -6.40
H -2.97 3.17 -5.27
H -2.04 4.67 -4.97
C -2.08 4.71 4.65
C -1.19 4.48 3.38
O 0.07 3.80 3.63
P 0.94 3.43 2.31
O 0.32 2.27 1.56
O 1.14 4.80 1.48
C 1.59 5.95 2.21
C 3.10 6.09 2.00
O 2.39 3.13 2.97
C 3.48 2.51 2.24
C 4.61 2.21 3.19
H -3.00 5.24 4.39
H -2.44 3.87 5.24
H -1.52 5.37 5.31
H -1.73 3.94 2.61
H -1.02 5.49 3.02
H 1.20 6.83 1.70
H 1.20 5.94 3.23
H 3.34 5.66 1.03
H 3.44 7.12 1.87
H 3.70 5.56 2.74
H 3.10 1.57 1.83
H 3.71 3.24 1.46
H 5.47 1.76 2.69
H 5.00 3.10 3.70
H 4.33 1.39 3.85
C 5.36 0.94 -1.83
C 3.97 0.95 -1.26
O 3.38 2.14 -1.72
P 1.87 2.19 -2.24
O 0.83 1.85 -1.17
O 1.77 3.68 -2.89
C 2.18 4.74 -2.13
C 0.94 5.50 -1.64
O 2.05 1.20 -3.57
C 2.85 1.54 -4.64
C 2.46 0.82 -5.95
H 5.24 0.72 -2.89
H 5.90 1.84 -1.57
H 5.95 0.08 -1.51
H 3.40 0.06 -1.51
H 3.98 1.14 -0.18
H 2.77 4.42 -1.26
H 2.82 5.28 -2.83
H 0.35 4.91 -0.94
H 1.16 6.49 -1.24
H 0.24 5.72 -2.45
H 2.87 2.61 -4.85
H 3.86 1.30 -4.32
H 2.30 -0.24 -5.74
H 1.55 1.21 -6.41
H 3.20 0.86 -6.74
C 5.44 -2.64 1.47
C 4.96 -1.13 1.61
O 6.19 -0.49 1.29
C 7.11 -1.28 0.83
O 8.26 -0.91 0.47
O 6.69 -2.51 0.81
H 4.81 -3.15 0.75
H 5.57 -3.24 2.37
H 4.55 -0.90 2.59
H 4.19 -0.82 0.90
C 0.04 -4.40 0.48
C -0.04 -3.88 -0.96
O -0.25 -5.09 -1.69
C -0.65 -6.06 -0.85
O -0.92 -7.16 -1.22
O -0.60 -5.66 0.40
H -0.64 -3.85 1.12
H 1.05 -4.43 0.89
H 0.90 -3.42 -1.29
H -0.82 -3.13 -1.07
C 4.58 -3.05 -2.49
C 3.16 -2.97 -2.97
O 3.28 -2.43 -4.27
C 4.46 -1.97 -4.47
O 4.91 -1.50 -5.56
O 5.19 -2.11 -3.32
H 4.94 -4.07 -2.60
H 4.67 -2.87 -1.42
H 2.59 -2.33 -2.30
H 2.74 -3.97 -3.01
*
```

Computed properties:
HOMO level: -10.89 eV
orbital gap: 8.49 eV
ΔE to the lowest compared entry with this formula, charge and spin: 63.3 kcal per mole
strongest force on any atom: 9.2 eV/Å